[1]
Molecular formula: C6H8Cl2N2O2
Method: DFT, the ωB97M-V functional and the def2-TZVPD basis

Values from the calculation:
Orbital gap (spin up / spin down) in eV: 7.76 / 6.82
HOMO energy (spin up / spin down) in Eh: -0.2837 / -0.2486
Calculated total energy in eV: -38467.7147
M in g mol⁻¹: 211.0

Last column: Löwdin charge in e.
Positions of all 20 atoms, in Å:
C (0.44931, -0.90337, 0.61557)  -0.01
C (1.43835, -0.52798, -0.36446)  -0.27
C (2.92660, -0.93879, -0.19386)  -0.52
C (-0.53348, 0.16814, -1.05623)  -0.26
C (-1.99588, -0.64661, 0.69728)  -0.04
C (1.67682, 2.32802, -0.35473)  -1.03
N (-0.67927, -0.34933, 0.21532)  -0.18
N (0.88665, 0.20109, -1.36411)  0.09
O (3.35043, -0.94335, 0.94720)  0.04
O (3.58798, -1.34800, -1.24077)  0.14
Cl (0.22541, 3.17932, -0.30662)  0.60
Cl (2.18237, 1.89352, 1.23299)  0.62
H (0.65286, -1.56242, 1.52958)  0.17
H (-1.13400, -0.29074, -1.78943)  0.12
H (-0.75710, 1.28751, -1.10089)  0.07
H (-1.98968, -1.38293, 1.68221)  0.15
H (-2.52165, 0.26769, 0.96530)  0.08
H (-2.52177, -1.14199, -0.13755)  0.09
H (2.35665, 2.93223, -0.86175)  -0.02
H (4.38235, -1.85526, -0.94112)  0.16

Atoms 1-3, force components in eV/Å:
C 3.73 -0.78 0.15
C -0.14 -0.96 0.00
C -2.38 0.81 2.59



[2]
Molecular formula: C6H8Cl2NOS
Method: DFT, the ωB97M-V functional and the def2-TZVPD basis

Values from the calculation:
Orbital gap (spin up / spin down) in eV: 7.21 / 8.37
HOMO energy (spin up / spin down) in Eh: -0.4811 / -0.4765
Calculated total energy in eV: -45759.1663
M in g mol⁻¹: 213.1
Charge: +1

Last column: Löwdin charge in e.
Positions of all 19 atoms, in Å:
C (-0.90998, -2.58790, 1.66930)  -0.07
C (-0.55812, -2.23731, 0.34242)  -0.11
C (-1.51601, -1.68702, 2.54697)  -0.08
C (-0.58541, -0.92656, -0.07819)  -0.68
C (-1.18927, -0.10666, 0.84797)  -0.06
C (-1.61547, -0.40763, 2.09206)  -0.14
N (2.01425, 1.64777, -0.51832)  0.20
O (0.45514, 3.05927, 1.02921)  -0.65
S (-1.01270, 2.87174, 1.01451)  0.64
Cl (-0.20998, -0.47474, -1.73662)  0.68
Cl (-1.39314, 3.34107, -0.93889)  0.24
H (-0.75057, -3.64954, 1.98820)  0.13
H (0.08557, -3.10670, -0.14974)  0.16
H (-1.79357, -2.09513, 3.56485)  0.14
H (-2.08802, 0.42844, 2.74911)  0.14
H (2.82168, 2.31262, -0.80968)  0.19
H (1.28018, 1.64406, -1.20031)  0.03
H (2.35573, 0.65524, -0.36273)  0.15
H (1.36800, 2.14141, 0.31052)  0.08

Atoms 1-3, force components in eV/Å:
C -0.35 -0.90 -0.41
C 2.77 -3.23 0.83
C 0.68 -2.58 0.86



[3]
Molecular formula: C6H8ClF
Method: DFT, the ωB97M-V functional and the def2-TZVPD basis

Values from the calculation:
Orbital gap in eV: 10.47
Structure (SMILES): C=C[C@@H]1CC[C@]1(F)Cl
HOMO energy in Eh: -0.3515
Calculated total energy in eV: -21588.9461
M in g mol⁻¹: 134.6

Last column: Löwdin charge in e.
Positions of all 16 atoms, in Å:
C (1.21759, -0.35182, 0.48226)  -0.85
C (1.72664, 0.84674, -0.20209)  -0.18
C (0.31620, 1.14521, -0.75531)  -0.09
C (-0.23144, 0.14125, 0.33446)  -0.29
C (-1.11697, -0.94408, 0.06778)  -0.20
C (-2.49849, -0.91947, 0.29509)  0.00
H (1.87730, 1.71933, 0.53690)  0.15
H (2.59329, 0.78538, -0.87343)  0.11
H (0.00450, 2.20017, -0.88333)  0.12
H (0.33758, 0.68187, -1.68824)  0.08
H (-0.35361, 0.69089, 1.23956)  0.15
H (-0.73696, -1.86753, -0.54497)  0.09
H (-3.09840, -1.77454, -0.08659)  0.03
H (-3.32102, -0.03855, 0.76980)  0.13
F (1.64856, -0.49034, 1.74948)  0.02
Cl (1.63523, -1.82451, -0.44137)  0.73

Atoms 1-3, force components in eV/Å:
C 0.43 0.05 -0.10
C 0.92 3.79 0.55
C 0.49 -0.24 0.30



[4]
Molecular formula: C6H8ClF
Method: DFT, the ωB97M-V functional and the def2-TZVPD basis

Values from the calculation:
Orbital gap in eV: 10.08
Structure (SMILES): F[C@@H]1[C@@H]2C[C@H]2C[C@@H]1Cl
HOMO energy in Eh: -0.3380
Calculated total energy in eV: -21588.8022
M in g mol⁻¹: 134.6

Last column: Löwdin charge in e.
Positions of all 16 atoms, in Å:
C (-1.39300, -0.16104, 0.45541)  -0.60
C (-0.49027, -1.28661, -0.22262)  -0.15
C (0.62789, -0.40312, -0.74703)  -0.25
C (1.98824, 0.13164, -0.45346)  -0.02
C (0.83337, 0.51127, 0.43003)  -0.20
C (-0.52193, 1.18115, 0.48449)  -0.31
H (-1.64291, -0.44688, 1.49953)  0.10
H (-0.14687, -1.99646, 0.53620)  0.11
H (-1.05514, -1.80218, -1.00444)  0.10
H (0.22114, 0.17594, -1.55978)  0.13
H (2.37756, 0.80519, -1.24243)  0.12
H (2.75771, -0.42531, 0.06882)  0.10
H (0.92910, -0.09160, 1.33371)  0.14
H (-0.73804, 1.75671, 1.39182)  0.14
F (-0.79041, 1.97075, -0.60413)  -0.02
Cl (-2.95644, 0.08058, -0.36612)  0.61

Atoms 1-3, force components in eV/Å:
C 0.04 -0.14 0.55
C 0.00 0.10 -0.04
C -0.39 -0.59 -0.05



[5]
Molecular formula: C6H8ClN
Method: DFT, the ωB97M-V functional and the def2-TZVPD basis

Values from the calculation:
Orbital gap in eV: 8.46
Structure (SMILES): Cl/C=C/C1=CCNC1
HOMO energy in Eh: -0.3040
Calculated total energy in eV: -20360.4087
M in g mol⁻¹: 129.6

Last column: Löwdin charge in e.
Positions of all 16 atoms, in Å:
C (-2.60664, 0.50498, 0.02049)  -0.45
C (-1.58633, -0.44910, -0.03142)  -0.19
C (-0.27364, -0.10154, -0.04674)  -0.28
C (0.40354, 1.04896, -0.14221)  -0.09
C (1.80150, 0.88442, 0.09973)  -0.18
C (0.79215, -1.27656, 0.21875)  -0.14
H (-2.46158, 1.65876, 0.31676)  0.12
H (-1.69840, -1.40634, -0.48430)  0.10
H (-0.00486, 2.08089, -0.06741)  0.13
H (1.76673, 1.35780, 1.17510)  0.16
H (2.36014, 1.24334, -0.70571)  0.09
H (2.47354, -0.98823, -0.72789)  0.03
H (0.58722, -1.94842, -0.79214)  0.16
H (0.66947, -1.83809, 1.10589)  0.09
N (2.08071, -0.62648, 0.02861)  -0.03
Cl (-4.30354, -0.14438, 0.03250)  0.49

Atoms 1-3, force components in eV/Å:
C 0.79 -1.00 1.33
C -5.18 2.95 -1.31
C 5.23 0.09 1.43



[6]
Molecular formula: C6H8CoO6
Method: DFT, the ωB97M-V functional and the def2-TZVPD basis

Values from the calculation:
Orbital gap (spin up / spin down) in eV: 7.45 / 6.57
HOMO energy (spin up / spin down) in Eh: -0.7829 / -0.7505
Spin multiplicity: 5
Calculated total energy in eV: -56225.2420
M in g mol⁻¹: 235.1
Charge: +3

Last column: Löwdin charge in e.
Positions of all 21 atoms, in Å:
O (3.58483, -0.17865, 1.50086)  0.03
C (3.51594, -0.79847, 0.40636)  -0.65
O (4.44655, -0.73635, -0.43429)  0.10
O (2.43158, -1.50330, 0.08463)  0.13
C (1.39236, -1.54873, 1.01593)  -0.10
C (0.14102, -1.93923, 0.42960)  0.24
C (-0.99739, -2.33454, 1.23526)  -0.08
C (-2.37777, -2.23868, 0.63751)  0.05
O (-2.77241, -0.76374, 0.68844)  0.19
C (-3.85638, -0.30178, 0.43693)  -0.15
O (-4.94322, 0.03240, 0.42612)  0.45
Co (5.18831, 0.34876, 0.89498)  1.33
H (1.13134, -0.53261, 1.41780)  0.22
H (1.63455, -2.12611, 1.92696)  0.21
H (0.06118, -1.94836, -0.66654)  0.20
H (-0.94278, -1.99724, 2.28003)  0.18
H (-0.78460, -3.43704, 1.29779)  0.23
H (-3.11892, -2.75518, 1.25174)  0.18
H (-2.44578, -2.51032, -0.41986)  0.17
O (-2.98946, 0.65221, -2.16285)  0.02
H (-3.77496, 1.02012, -2.61191)  0.05

Atoms 1-3, force components in eV/Å:
O -1.97 -0.43 1.43
C -1.85 -1.45 -1.65
O -0.47 -0.52 -0.14



[7]
Molecular formula: C6H8CsLiO6
Method: DFT, the ωB97M-V functional and the def2-TZVPD basis

Values from the calculation:
Orbital gap in eV: 7.26
HOMO energy in Eh: -0.2859
Calculated total energy in eV: -19389.4989
M in g mol⁻¹: 316.0

Last column: Löwdin charge in e.
Positions of all 22 atoms, in Å:
O (2.43619, 1.92580, -0.42388)  0.00
C (1.68746, 0.95274, 0.13667)  -0.78
C (2.71722, 3.06022, 0.39018)  -0.16
O (1.40238, -0.00606, -0.60022)  -0.09
O (1.32503, 1.14007, 1.33053)  -0.11
C (1.50778, 3.97065, 0.42015)  -0.07
H (3.55628, 3.58611, -0.08088)  0.14
H (2.98807, 2.76671, 1.41108)  0.13
H (1.36104, 4.37348, -0.59105)  0.12
H (1.73296, 4.80632, 1.09521)  0.12
O (-1.68214, 2.48839, 0.62857)  -0.12
C (-0.74128, 3.11395, -0.07404)  -0.11
C (-2.60445, 1.63976, -0.07698)  -0.17
O (0.06500, 3.62030, 0.80720)  -0.07
O (-1.47809, -0.19291, 0.99482)  -0.51
C (-2.71945, 0.33955, 0.71192)  -0.43
H (-2.19968, 1.46558, -1.08320)  0.12
H (-3.56938, 2.16046, -0.14769)  0.12
H (-3.36407, -0.33649, 0.11411)  0.10
H (-3.28059, 0.54572, 1.64829)  0.10
Li (-0.48601, 1.08902, 1.89725)  0.68
Cs (-0.16419, -2.74566, -0.17946)  1.00

Atoms 1-3, force components in eV/Å:
O 1.21 0.75 -0.48
C -1.25 -1.27 0.28
C -1.29 -1.44 0.65



[8]
Molecular formula: C6H8DyLiO6
Method: DFT, the ωB97M-V functional and the def2-TZVPD basis

Values from the calculation:
Orbital gap (spin up / spin down) in eV: 8.02 / 8.17
HOMO energy (spin up / spin down) in Eh: -0.4151 / -0.4504
Spin multiplicity: 7
Calculated total energy in eV: -42919.2531
M in g mol⁻¹: 345.6
Charge: +1

Last column: Löwdin charge in e.
Positions of all 22 atoms, in Å:
Dy (-0.42114, -0.95808, 1.13685)  1.65
O (0.12343, 1.15324, 0.57902)  -0.30
O (-2.51921, 1.40002, -1.85619)  0.02
C (-3.57615, 0.41836, -1.70543)  -0.07
C (-2.83817, -0.80813, -1.20622)  -0.11
O (-1.50924, -0.27904, -0.94030)  -0.25
C (-1.39498, 1.02105, -1.30215)  -0.11
H (-4.27968, 0.80865, -0.96175)  0.15
H (-4.04959, 0.28176, -2.68104)  0.15
H (-2.66920, -1.63188, -1.90544)  0.15
H (-3.32946, -1.25794, -0.33827)  0.13
Li (0.55490, 1.86055, -1.47176)  0.76
O (2.09748, 1.71501, -0.29879)  0.00
O (1.97003, 0.91527, 1.81447)  -0.01
C (3.10496, 0.04425, 1.77447)  -0.13
C (2.60279, -1.34360, 1.35787)  -0.31
O (1.56365, -1.18743, 0.44649)  -0.46
C (1.43113, 1.15903, 0.59427)  -0.77
H (3.80053, 0.42761, 1.01507)  0.13
H (3.58335, 0.05754, 2.76060)  0.14
H (2.30022, -1.89761, 2.26899)  0.11
H (3.45434, -1.89863, 0.91924)  0.13

Atoms 1-3, force components in eV/Å:
Dy 0.74 -0.43 0.76
O 1.00 -0.15 0.47
O 0.77 -0.17 0.90



[9]
Molecular formula: C6H8F2N2O2
Method: DFT, the ωB97M-V functional and the def2-TZVPD basis

Values from the calculation:
Orbital gap in eV: 8.74
HOMO energy in Eh: -0.2990
Calculated total energy in eV: -18858.5028
M in g mol⁻¹: 178.1

Last column: Löwdin charge in e.
Positions of all 20 atoms, in Å:
C (-0.97336, 1.62534, -0.23512)  0.00
C (-1.80670, 0.94974, 0.68899)  -0.24
C (0.25167, 1.23943, -0.55678)  -0.23
C (-1.54574, -1.09045, 0.15904)  -0.12
C (-0.15392, -1.20538, -0.30379)  -0.22
C (0.88948, -0.07700, 0.07905)  -0.55
N (0.94099, -0.09077, 1.48621)  0.10
N (2.13451, -0.36269, -0.56076)  0.08
O (-2.58363, 1.13695, 1.52245)  0.15
O (0.99003, 1.91076, -1.44318)  0.09
F (-2.46296, -1.14124, -0.93175)  -0.05
F (-0.23435, -1.24830, -1.75467)  -0.02
H (-1.39604, 2.54858, -0.51413)  0.12
H (-1.90398, -1.63912, 0.97164)  0.10
H (0.28614, -2.20912, 0.17838)  0.19
H (0.12259, -0.62779, 1.85330)  0.11
H (1.17521, 0.79510, 2.02200)  0.14
H (1.80068, 1.34627, -1.63400)  0.13
H (2.54839, -0.80680, 0.29357)  0.11
H (1.92098, -1.05349, -1.32045)  0.11

Atoms 1-3, force components in eV/Å:
C -0.88 0.85 0.87
C 2.09 -4.74 -1.56
C 1.55 -1.38 0.07



[10]
Molecular formula: C6H8F3N3
Method: DFT, the ωB97M-V functional and the def2-TZVPD basis

Values from the calculation:
Orbital gap (spin up / spin down) in eV: 7.78 / 7.78
HOMO energy (spin up / spin down) in Eh: -0.2632 / -0.2631
Calculated total energy in eV: -18970.4425
M in g mol⁻¹: 179.1

Last column: Löwdin charge in e.
Positions of all 20 atoms, in Å:
C (-0.71923, -2.81193, 0.49502)  0.00
C (0.22181, -2.63108, 1.56523)  -0.01
C (-0.34016, -1.80136, -0.45379)  -0.04
C (0.53682, 3.15064, 0.27721)  -0.16
C (1.44071, -0.09587, -0.60230)  -0.04
C (2.77402, 0.15871, -0.09737)  -0.58
N (1.03639, -1.56147, 1.14263)  0.09
N (0.74254, -1.16933, -0.04798)  -0.12
N (0.05150, 2.94805, -0.88095)  0.01
F (3.39701, 1.13445, -0.82400)  0.09
F (3.03158, 0.58266, 1.22213)  0.04
F (3.57527, -0.95389, -0.23928)  0.07
H (-1.47194, -3.47221, 0.32823)  0.06
H (0.11522, -3.10524, 2.50347)  0.09
H (-0.78267, -1.50813, -1.32523)  0.10
H (1.35560, 3.83101, 0.47302)  0.05
H (0.21006, 2.79769, 1.22883)  0.05
H (1.27551, 0.29073, -1.56394)  0.09
H (1.82038, -1.16120, 1.61310)  0.15
H (-0.87082, 2.42052, -0.78055)  0.06

Atoms 1-3, force components in eV/Å:
C 4.61 3.83 1.12
C -2.09 0.75 -3.73
C -0.21 -2.16 1.66



Relative energy (zero: lowest compared OMol25 entry of this formula, charge and spin) list, top to bottom, in kJ/mol: 455.4, 24.4, 227.9, 241.8, 306.8, 70.7, 15.8, 13.8, 119.8, 388.3